(1)
A cluster of 4 separate species, C26H55N2O11 in total, computed with ωB97M-V/def2-TZVPD.

Summary:
* E_LUMO: -2.623 eV
* orbital gap: 7.55 eV
* total charge: +1
* E_HOMO: -10.2 eV

CARTESIAN COORDINATES (ANGSTROEM)
C 2.3031 4.8093 -2.1917
O 1.8864 6.1018 -2.6234
C 2.4129 6.5375 -3.8064
N 3.8973 6.6008 -3.8387
C 4.7062 5.6367 -4.4048
C 5.9723 6.0580 -4.3031
N 5.9167 7.2825 -3.6714
C 4.6551 7.5969 -3.3882
C 4.2095 8.8462 -2.7241
C 3.7506 8.5624 -1.2736
C 4.7803 8.2031 -0.2882
O 3.7586 7.2504 -0.8214
H 1.4357 4.3157 -1.7578
H 2.6594 4.1795 -3.0101
H 3.0627 4.8838 -1.4143
H 2.0472 7.5506 -3.9682
H 2.1246 5.9232 -4.6656
H 4.3278 4.7387 -4.8606
H 6.8879 5.6073 -4.6401
H 6.7060 7.8751 -3.4655
H 5.0424 9.5425 -2.6550
H 3.3887 9.2836 -3.2927
H 2.9391 9.1869 -0.9094
H 4.5793 8.4455 0.7463
H 5.6903 7.6874 -0.5643
C 0.6358 2.2299 -4.9835
O -0.1168 1.8363 -3.8671
C -1.5068 2.0825 -4.0292
C -2.3243 1.1923 -3.1218
O -2.4597 -0.1363 -3.5868
C -1.3393 -0.9974 -3.4504
C -1.0912 -1.4670 -2.0367
O -0.4427 -0.4607 -1.2752
C -0.6695 -0.6071 0.1103
H 0.5569 3.3158 -5.1467
H 1.6756 1.9695 -4.7850
H 0.3126 1.7127 -5.8935
H -1.8019 1.9050 -5.0700
H -1.7115 3.1329 -3.7776
H -3.3404 1.5924 -3.1101
H -1.9390 1.2236 -2.0999
H -0.4367 -0.5490 -3.8715
H -1.5877 -1.8758 -4.0490
H -0.4499 -2.3588 -2.0587
H -2.0490 -1.7340 -1.5754
H -1.7404 -0.5461 0.3387
H -0.1590 0.2091 0.6181
H -0.2756 -1.5580 0.4859
C -2.9429 -3.8750 1.9583
O -3.6245 -4.6191 0.9767
C -3.3868 -4.1316 -0.3300
C -3.6120 -5.2099 -1.3641
O -2.5446 -6.1356 -1.4746
C -2.4161 -7.1098 -0.4505
C -3.4446 -8.2149 -0.5141
O -4.6836 -7.7815 0.0162
C -5.7710 -8.5403 -0.4609
H -3.2821 -2.8313 1.9699
H -3.1530 -4.3258 2.9262
H -1.8595 -3.8981 1.7890
H -2.3561 -3.7642 -0.4145
H -4.0772 -3.2968 -0.5230
H -3.6603 -4.7198 -2.3395
H -4.5660 -5.7136 -1.1947
H -2.4089 -6.6488 0.5396
H -1.4372 -7.5636 -0.6185
H -3.0828 -9.0687 0.0760
H -3.5663 -8.5355 -1.5561
H -5.8467 -8.4794 -1.5529
H -6.6763 -8.1254 -0.0227
H -5.6850 -9.5931 -0.1678
C 1.5506 0.9968 6.7900
O 0.6372 -0.0547 6.5895
C -0.2161 0.1679 5.4830
C -0.7815 -1.1328 4.9598
O 0.1327 -1.8750 4.1623
C 1.1892 -2.5326 4.8493
C 0.7593 -3.7524 5.6312
O 0.1618 -3.3829 6.8595
C -0.6848 -4.3863 7.3724
H 1.0361 1.9385 7.0169
H 2.1802 0.7272 7.6352
H 2.1856 1.1430 5.9074
H 0.3313 0.6726 4.6766
H -1.0477 0.8117 5.8035
H -1.6058 -0.8843 4.2870
H -1.1889 -1.7409 5.7694
H 1.7415 -1.8395 5.4860
H 1.8640 -2.8719 4.0602
H 1.6454 -4.3692 5.8370
H 0.0568 -4.3398 5.0264
H -1.4973 -4.6139 6.6720
H -1.1147 -4.0093 8.2979
H -0.1311 -5.3075 7.5873

Cartesian forces, eV/Å:
-0.2880 -0.4610 0.3100
0.1800 0.1118 -0.0046
-0.1832 0.1706 -0.0837
-0.2803 -0.1138 -0.0494
-0.2583 -0.3036 -0.1853
0.4777 0.0903 -0.0271
0.2521 0.0138 0.1072
0.0330 0.2273 -0.0938
-0.4824 -0.4066 0.5872
0.9602 0.5459 -0.3150
-1.2916 -1.8482 -0.0364
-0.2299 0.3296 0.3835
-0.0410 0.0444 -0.0538
-0.0116 0.0998 -0.1059
0.1318 0.1616 -0.1506
-0.0159 -0.0174 -0.0314
0.1166 -0.1273 0.0435
-0.1474 0.0499 0.0686
0.0399 0.0522 0.0590
0.0072 -0.0092 0.0150
-0.0790 0.1406 -0.3240
0.1171 0.1099 -0.0706
-0.0388 -0.0349 -0.1479
0.3656 0.0782 0.0419
0.6238 1.0364 0.0512
-0.0001 0.1114 0.1226
0.0120 -0.1428 -0.0354
0.1167 0.0660 0.0753
-0.1035 0.0263 0.0578
-0.0028 0.0020 -0.0407
0.0147 -0.1193 -0.0693
0.2075 0.0637 0.0855
-0.1712 0.1460 0.0054
0.0586 -0.0227 -0.0316
0.0248 -0.0217 -0.0941
0.0014 0.0092 -0.0046
-0.0145 0.0413 -0.0183
-0.0240 -0.0052 0.0029
-0.0685 0.0065 -0.0846
-0.0054 -0.0100 0.0084
0.1144 0.0091 -0.0450
0.0237 0.0418 0.0973
-0.0172 0.0117 -0.0109
-0.1194 -0.0832 -0.0160
-0.0153 -0.0043 -0.0210
0.0033 -0.0646 0.0286
0.0418 -0.0135 -0.0118
-0.0382 -0.0027 0.0308
-0.0624 0.0358 -0.0124
0.1758 -0.1646 0.0070
-0.1579 0.0224 0.1741
-0.0538 0.0509 -0.1269
0.0275 0.0155 -0.0126
0.1066 -0.0393 0.0162
-0.0896 -0.0195 0.1650
-0.0175 0.1260 -0.1745
0.0043 -0.0136 0.0971
0.0619 0.0159 0.0312
-0.0516 -0.0022 -0.0100
0.0020 0.0703 0.0070
0.0068 -0.0127 -0.0212
0.0989 0.0546 -0.0998
-0.0008 -0.0135 -0.0067
0.0221 0.0025 0.1216
-0.1159 -0.0115 0.0067
0.0054 0.0159 -0.0093
0.0354 -0.0528 -0.0977
0.0270 0.0003 -0.0095
0.0120 -0.0408 -0.0021
0.0047 -0.0071 0.0242
-0.0076 -0.0097 -0.0340
-0.0687 0.0106 0.0754
0.1403 -0.0983 -0.1395
-0.0832 0.0192 0.2490
-0.0368 -0.0182 -0.1599
-0.0645 0.0259 0.0767
0.1046 -0.0551 -0.1543
0.0537 0.0154 0.1799
-0.1657 0.0751 -0.1187
0.0754 0.0132 0.0644
0.0214 0.0149 -0.0208
-0.0183 0.0012 0.0157
-0.0139 0.0295 -0.0043
-0.0233 -0.0071 -0.0292
0.0030 0.0659 -0.1284
0.0203 -0.0014 -0.0259
0.1188 0.0550 0.1058
-0.0787 -0.0268 0.1092
-0.0144 0.0035 -0.0123
-0.0274 -0.0730 -0.0951
0.0147 0.0001 -0.0287
0.0178 -0.0385 -0.0072
0.0214 0.0007 0.0133
-0.0258 -0.0200 -0.0177

(2)
The molecule C6H14N2, computed with ωB97M-V/def2-TZVPD.

Summary:
* E_LUMO: 1.031 eV
* orbital gap: 9.22 eV
* energy relative to the best compared isomer or geometry (same formula, charge and spin): 1.348 eV
* E_HOMO: -8.2 eV

CARTESIAN COORDINATES (ANGSTROEM)
C -0.3122 2.2633 -0.9943
N -0.1457 1.3717 0.1338
C 0.2451 -0.0108 -0.1129
C -0.2743 -0.8921 1.0291
C -1.7521 -1.1284 0.8976
C -2.3449 -2.2663 1.2177
C 1.7349 -0.2239 -0.3590
N 2.2275 0.5416 -1.4906
H 0.5995 2.7849 -1.3019
H -0.7152 1.7728 -1.8767
H -1.0151 3.0503 -0.7240
H 0.4094 1.8426 0.8380
H -0.3142 -0.2735 -1.0159
H 0.3115 -1.8053 1.0503
H -0.0925 -0.3480 1.9617
H -2.2896 -0.2995 0.4711
H -3.4151 -2.3911 1.1177
H -1.8009 -3.1182 1.6197
H 1.9654 -1.2881 -0.4720
H 2.2656 0.0413 0.5561
H 3.0324 1.1205 -1.3277
H 2.3466 -0.0338 -2.3072

Cartesian forces, eV/Å:
0.0985 0.7483 -0.1202
-0.1613 -0.0117 0.0177
-0.2904 0.3221 -0.1086
0.0501 0.5946 -0.1497
0.7226 -0.5057 0.0488
-0.3020 -0.1229 0.0949
0.2714 -0.0982 0.2286
-0.3482 0.0499 -0.1524
0.1076 -0.2245 -0.1180
0.0100 -0.2977 0.0815
-0.2341 0.0473 0.0650
0.0624 -0.3554 0.1074
0.1850 -0.2097 -0.1465
-0.1551 -0.3755 0.1707
0.1229 -0.0757 0.0679
-0.3406 0.2354 0.0456
-0.0330 -0.0079 -0.0685
0.0342 0.1668 -0.0482
-0.2316 -0.1172 -0.1220
0.0968 0.3020 0.1122
0.1445 -0.1653 0.0801
0.1903 0.1010 -0.0865

(3)
A cluster of 2 separate species, C11H15N in total, computed with ωB97M-V/def2-TZVPD.

Summary:
* E_LUMO: 0.920 eV
* orbital gap: 8.83 eV
* energy relative to the best compared isomer or geometry (same formula, charge and spin): 1.202 eV
* E_HOMO: -7.9 eV

CARTESIAN COORDINATES (ANGSTROEM)
C 2.5409 2.2175 -1.8714
C 1.1486 -0.8140 -0.1272
C 1.0289 0.2146 -1.1227
C 2.1565 1.1031 -0.9596
C 2.8811 0.6267 0.0817
C -0.6412 -1.9811 -0.9547
C 0.4115 -1.9971 -0.0759
C -1.0168 -0.9157 -1.7750
C -0.1324 0.1256 -1.8841
N 2.2233 -0.4695 0.6731
H -1.4599 -2.7002 -0.9228
H 0.5192 -2.6956 0.7404
H -1.9324 -1.0167 -2.3411
H -0.2950 0.9399 -2.6084
H 2.3010 -0.5863 1.6698
H 3.6771 1.1504 0.5900
H 1.8005 2.7727 -2.4262
H 3.2811 1.8948 -2.6090
H 3.0364 2.8812 -1.1294
C -3.3148 -0.2137 2.5366
C -2.0035 0.0627 1.8285
H -3.4841 0.2487 3.4953
H -4.2161 0.0065 1.9382
H -3.4880 -1.3077 2.5631
H -2.2187 -0.1318 0.7675
H -1.1341 -0.5149 2.1061
H -1.6694 1.0999 1.8171

Cartesian forces, eV/Å:
1.4815 0.4463 1.2098
1.0716 0.5732 0.3472
-0.3913 -1.9791 1.2792
-0.9283 -0.8037 -1.1772
-1.2939 0.4125 0.9092
-2.4153 -0.8412 0.2708
-0.4491 1.5416 -0.0160
1.2307 -0.3865 0.0803
0.2096 2.0079 -1.6676
1.3095 0.6027 -0.5930
0.6465 -0.6152 0.2735
0.1274 -0.2913 -0.2433
0.1154 0.3049 -0.0989
-0.1967 -0.3925 0.2736
-0.0765 -0.5372 -0.1565
0.1844 -0.3077 -0.0094
-0.6575 -0.1083 0.2711
0.0237 -0.0021 0.1176
-0.0078 0.3413 -1.0893
-1.0089 -1.2241 -0.5445
-0.4798 0.6947 -1.3802
0.2534 -0.0744 0.4710
0.5673 0.7603 -0.1084
0.4896 0.3063 0.7166
0.5102 -0.1870 0.1449
-0.0623 -0.4446 0.3587
-0.2534 0.2031 0.3609

(4)
A cluster of 15 separate species, C5H39NO15 in total, computed with ωB97M-V/def2-TZVPD.

Summary:
* <S²>: 0.755
* spin multiplicity: 2
* E_LUMO (spin up / spin down): -2.973 / -8.443 eV
* orbital gap (spin up / spin down): 10.32 / 4.84 eV
* energy relative to the best compared isomer or geometry (same formula, charge and spin): 0.919 eV
* total charge: +1
* E_HOMO (spin up / spin down): -13.3 / -13.3 eV

CARTESIAN COORDINATES (ANGSTROEM)
O -1.5248 0.4046 -4.2751
C -1.9629 0.4785 -3.1313
C -2.5927 -0.8017 -2.6151
C -2.4804 -1.0922 -1.0576
C -1.7264 -0.2686 -0.0753
C -0.3342 0.4059 -0.3660
N 0.8210 -0.4571 -0.2459
H -1.8925 1.5059 -2.7067
H -2.3641 -1.5864 -3.3453
H -3.6492 -0.6456 -2.8121
H -3.4135 -1.4270 -0.6102
H -1.9394 -2.0668 -0.9270
H -2.3758 0.6219 0.2641
H -1.4383 -0.9302 0.6889
H -0.1774 0.9084 -1.4041
H -0.1453 1.2767 0.2858
H 1.2704 -0.3469 0.6931
H 0.4755 -1.4500 -0.2064
H 2.5077 -2.9067 0.1024
H 2.7955 -2.2348 1.3992
O 2.1076 -2.7047 0.9401
H 1.5594 -0.3121 3.7628
H 0.5695 0.5191 2.9229
O 0.7717 -0.4077 3.2253
H -2.6452 1.9430 -0.4800
H -1.9470 3.1921 -0.5496
O -2.7377 2.7971 -0.1209
H 2.6660 1.2181 -1.9959
H 3.4925 2.4400 -1.9223
O 2.5960 2.1432 -1.6963
H -1.5182 2.6931 2.6640
H -0.6250 2.9584 1.3770
O -0.6514 2.6322 2.2782
H 0.7015 -4.1246 1.6179
H -0.3557 -3.7702 2.7515
O -0.1048 -4.3587 2.0350
H 3.6698 1.1152 0.6744
H 4.2564 0.2320 -0.3899
O 4.5214 0.8984 0.2892
H 0.5032 4.3070 -0.0810
H 1.0388 2.9139 -0.7923
O 0.3261 3.4948 -0.5158
H 2.7707 1.8995 2.9691
H 1.2426 2.3737 2.7064
O 1.8935 2.0435 3.2768
H 2.0381 -0.7434 -1.6373
H 2.6953 -0.9323 -2.9009
O 2.9720 -0.8048 -1.9417
H -4.2348 0.5092 2.4534
H -2.8751 -0.2280 2.6354
O -3.5075 0.1179 1.9867
H -0.9113 -1.7361 2.5736
H -1.1377 -1.6772 3.9902
O -1.5500 -2.1534 3.2018
H -0.0602 -3.8071 0.1123
H -1.4727 -3.5414 0.2199
O -0.6815 -3.1576 -0.2008
H 0.5093 0.0442 -3.6407
H 1.3230 1.0654 -4.4001
O 1.3392 0.5057 -3.6031

Cartesian forces, eV/Å:
0.0825 0.4441 0.9082
0.4674 -0.8144 -2.5738
-0.6500 1.4105 1.8899
1.1030 -2.8639 -1.5240
-0.0312 2.6420 -1.1262
1.4369 1.4683 -1.6065
-3.0842 -0.9905 3.0008
-0.4871 -0.6072 0.7311
0.5743 -0.0494 0.6818
-0.4511 0.2462 0.0052
-0.4685 0.7262 -0.0172
-0.5651 0.9697 -1.1084
1.3617 -1.5233 0.2813
-0.4382 -0.4919 1.6090
-0.8152 -0.6384 0.9149
-0.2476 -0.3902 -0.1466
0.5347 0.1403 -1.0482
0.7200 0.0993 -0.8076
0.4362 -0.3271 -0.7854
0.5059 0.1812 0.6327
-0.6595 0.0480 0.0189
0.1202 0.2441 0.1828
0.4331 -1.1064 0.9135
-0.8446 0.5946 -1.2277
-0.5560 -1.6230 -0.6598
-0.5226 0.4400 0.4452
1.0530 1.8065 -0.0703
-0.3905 0.1848 0.0233
-0.3100 0.4304 0.4283
0.5305 -0.4172 -0.1969
-0.6250 0.2372 -0.2135
-0.6432 0.3190 -0.2466
1.3618 -0.6605 0.2197
1.4788 0.7408 0.5052
0.2395 0.3400 -0.0041
-1.3875 -1.5347 0.2586
-0.0711 0.3799 0.0814
0.5455 0.6485 0.4885
-0.4219 -1.0966 -0.6421
1.2250 0.8885 0.2453
1.1879 0.7813 -0.0769
-2.2962 -1.4922 -0.1938
0.7074 0.3813 -0.9239
-1.0154 1.2081 -1.6684
0.5297 -1.0511 2.6331
0.8971 0.0445 0.3738
1.2199 0.3463 1.0654
-1.5973 -0.5565 -1.3826
-0.4921 0.2091 0.5262
-0.4627 -0.0865 0.0252
0.6990 -0.2272 -0.3107
-0.6468 -0.7164 0.1382
-1.0633 -1.1138 -0.7984
1.8540 1.9852 0.8054
0.5562 -0.3086 0.0716
0.1445 0.3436 -0.0553
-0.3936 -0.0934 -0.2801
-0.7758 -0.3161 -0.4128
0.0254 -0.1969 0.4226
0.3823 0.3641 -0.4194

> What is the formula in the third record?

C11H15N

Copy entry 3 word for word.
A cluster of 2 separate species, C11H15N in total, computed with ωB97M-V/def2-TZVPD.

Summary:
* E_LUMO: 0.920 eV
* orbital gap: 8.83 eV
* energy relative to the best compared isomer or geometry (same formula, charge and spin): 1.202 eV
* E_HOMO: -7.9 eV

CARTESIAN COORDINATES (ANGSTROEM)
C 2.5409 2.2175 -1.8714
C 1.1486 -0.8140 -0.1272
C 1.0289 0.2146 -1.1227
C 2.1565 1.1031 -0.9596
C 2.8811 0.6267 0.0817
C -0.6412 -1.9811 -0.9547
C 0.4115 -1.9971 -0.0759
C -1.0168 -0.9157 -1.7750
C -0.1324 0.1256 -1.8841
N 2.2233 -0.4695 0.6731
H -1.4599 -2.7002 -0.9228
H 0.5192 -2.6956 0.7404
H -1.9324 -1.0167 -2.3411
H -0.2950 0.9399 -2.6084
H 2.3010 -0.5863 1.6698
H 3.6771 1.1504 0.5900
H 1.8005 2.7727 -2.4262
H 3.2811 1.8948 -2.6090
H 3.0364 2.8812 -1.1294
C -3.3148 -0.2137 2.5366
C -2.0035 0.0627 1.8285
H -3.4841 0.2487 3.4953
H -4.2161 0.0065 1.9382
H -3.4880 -1.3077 2.5631
H -2.2187 -0.1318 0.7675
H -1.1341 -0.5149 2.1061
H -1.6694 1.0999 1.8171

Cartesian forces, eV/Å:
1.4815 0.4463 1.2098
1.0716 0.5732 0.3472
-0.3913 -1.9791 1.2792
-0.9283 -0.8037 -1.1772
-1.2939 0.4125 0.9092
-2.4153 -0.8412 0.2708
-0.4491 1.5416 -0.0160
1.2307 -0.3865 0.0803
0.2096 2.0079 -1.6676
1.3095 0.6027 -0.5930
0.6465 -0.6152 0.2735
0.1274 -0.2913 -0.2433
0.1154 0.3049 -0.0989
-0.1967 -0.3925 0.2736
-0.0765 -0.5372 -0.1565
0.1844 -0.3077 -0.0094
-0.6575 -0.1083 0.2711
0.0237 -0.0021 0.1176
-0.0078 0.3413 -1.0893
-1.0089 -1.2241 -0.5445
-0.4798 0.6947 -1.3802
0.2534 -0.0744 0.4710
0.5673 0.7603 -0.1084
0.4896 0.3063 0.7166
0.5102 -0.1870 0.1449
-0.0623 -0.4446 0.3587
-0.2534 0.2031 0.3609